Computed, not measured: a gas-phase ion, C5H13N2O (charge -1) in a non-equilibrium geometry, with wB97M-V/def2-TZVPD.

As for the total charge: -1. As for the LUMO energy: 3.824 eV. As for the SMILES: CN[C@@H](C[O-])CCN. Its calculated total energy is -382.9526 hartree.

Each line ends with the natural charge from an NBO analysis.
Cartesian coordinates (Å):
C 2.0293 -1.4664 -0.9998  -0.537
N 0.6714 -0.7471 -1.0569  -0.662
C 0.5283 -0.0745 0.3030  -0.089
C 1.6202 1.0747 0.6148  -0.030
O 2.8795 0.7834 0.2373  -0.939
C -0.8284 0.7637 0.1780  -0.403
C -2.0899 -0.3009 0.1339  -0.241
N -3.3438 0.0985 0.7655  -0.839
H 2.4772 -1.9550 -1.8793  0.161
H 1.8640 -2.3707 -0.4625  0.155
H 2.6926 -0.6007 -0.5685  0.314
H 0.7668 -0.0466 -1.7390  0.332
H 0.5637 -0.9183 0.9537  0.180
H 1.3500 2.0642 0.0532  0.060
H 1.6110 1.4471 1.5772  0.113
H -0.8934 1.3014 -0.7523  0.199
H -1.0081 1.4270 1.1527  0.177
H -1.8994 -1.2786 0.5524  0.178
H -2.1527 -0.6658 -0.8486  0.194
H -2.9849 0.6018 1.6312  0.345
H -3.8533 0.8629 0.1538  0.332